178
Properties=species:S:1:pos:R:3:mulliken_charge:R:1 method="wB97M-V/def2-TZVPD" multiplicity=1 e_lumo_ev=-0.7 orbital_gap_ev=7.3868 smiles="C=CC(=O)OCCCCCCc1c(C[C@H]2CO2)cc(P(O)Br)c2c1N(Br)c1cc(COCCC)c(S)c(CCOC=O)c1S2.CCCC#N.CCCC#N.CCCC#N.CCCC#N.CCCC#N.CCCC#N.CCCC#N.CCCC#N" max_force_ev_per_a=4.7 energy_ev=-265630.9281
Br 7.225 10.249 0.784 -0.2829
Br 5.122 3.157 -1.879 -0.0635
S 3.546 6.304 0.246 -0.7875
S -1.068 3.514 1.739 -0.1391
P 5.468 8.795 0.932 0.4956
O 9.995 -0.276 2.811 -0.2797
O 10.874 5.549 3.659 -0.4463
O 4.622 9.094 -0.501 -0.4948
O -0.466 0.581 1.699 -0.0592
O 10.744 -1.778 4.261 -0.4627
O 2.293 5.199 5.167 -0.5030
O 2.298 6.286 3.146 -0.3029
N -6.722 -5.299 -1.578 -0.3440
N -0.428 2.140 -4.052 -0.5000
N 2.099 -1.731 -0.264 -0.4369
N -7.992 -3.740 -7.642 -0.4986
N -1.941 -2.410 -0.827 -0.3948
N -8.424 -1.024 -1.282 -0.6187
N -0.562 -2.062 5.041 -0.4049
N -11.957 -4.644 -2.989 -0.4329
N 4.916 3.406 -0.006 0.1155
C 1.859 3.994 -6.497 -1.1737
C 10.529 -0.612 4.055 0.4279
C 6.176 7.047 0.855 0.4146
C 1.279 0.673 5.025 -1.0435
C 5.291 5.925 0.514 0.9167
C -4.668 -0.920 0.759 -0.8395
C -5.542 -1.186 -0.461 -1.0678
C 2.739 4.716 0.562 1.6495
C -0.200 -1.897 -3.308 -0.7475
C -0.024 -4.289 7.677 -0.4326
C -0.421 0.243 3.090 -0.6359
C -4.888 -6.558 -0.205 -0.5825
C -11.165 -4.031 -9.760 -1.1540
C -8.261 -2.043 -3.683 -0.3572
C 1.349 4.733 0.999 -0.7696
C 1.694 4.689 -5.150 -0.5833
C 0.487 2.833 -4.014 0.1740
C 10.811 0.426 5.181 -0.0516
C 0.669 3.444 1.203 0.4983
C -2.510 -1.571 -0.285 0.1508
C -0.888 -3.435 8.596 -1.1230
C -12.416 -4.186 0.442 -0.4162
C 1.382 2.185 0.975 1.3269
C 5.730 4.534 0.382 -0.4177
C -3.241 -0.502 0.398 0.5656
C -9.314 -3.125 -3.919 0.2882
C 0.614 6.094 1.274 -1.4501
C 9.354 5.420 4.159 -1.0420
C -10.921 -5.220 -8.840 -0.5824
C 2.543 5.208 3.996 0.3894
C -11.968 -5.618 0.708 -1.1133
C -12.538 -4.380 -2.034 0.2416
C -2.966 -5.992 -1.782 -0.8462
C 0.189 1.340 4.055 0.7404
C 1.658 3.714 -3.972 0.4396
C 10.490 -0.150 0.330 -0.7170
C 8.744 2.618 -0.572 -0.0915
C -9.035 -4.216 -7.565 0.2766
C -10.368 -4.817 -7.471 -0.3065
C 9.901 6.101 2.747 0.3669
C 9.946 0.545 6.214 -0.6680
C 9.583 5.182 1.405 -0.5107
C 8.070 5.404 1.056 1.0837
C -8.354 -1.466 -2.341 0.3010
C 7.588 6.794 1.120 -0.3200
C 2.805 2.231 0.582 -1.0252
C 7.742 2.860 0.628 -1.2384
C 0.794 0.748 1.095 -1.4604
C 1.005 -2.824 -3.395 -0.5034
C -13.279 -4.051 -0.815 -0.4556
C 0.873 6.376 2.827 -0.4673
C 8.939 0.076 0.134 -0.4345
C 0.852 -3.461 6.735 -0.4526
C 0.061 -2.679 5.783 0.2893
C -9.121 -4.337 -3.020 -1.2659
C 1.777 -2.503 -1.052 0.1568
C 7.166 4.303 0.685 -0.7201
C 8.675 1.120 -1.048 -1.1794
C 11.010 -0.081 1.812 -0.5431
C 3.525 3.500 0.366 -1.1801
C -3.507 -5.914 -0.360 -0.1503
C -5.917 -5.851 -0.971 0.1849
C 1.353 -3.479 -2.056 0.0413
H -12.995 -3.836 1.300 0.3171
H 0.709 0.366 0.035 0.2785
H -0.274 -2.763 9.200 0.3029
H -11.856 -3.318 -9.306 0.2976
H 6.889 2.137 0.646 0.8209
H 9.507 0.959 -1.785 0.4286
H 2.315 0.827 4.633 0.3264
H 1.637 4.284 -3.039 -0.0478
H -4.852 -7.605 -0.515 0.2907
H 2.161 -4.199 -2.211 0.3670
H -14.161 -4.692 -0.736 0.2948
H 0.078 -0.754 3.197 0.4623
H -3.598 -5.440 -2.481 0.3033
H 0.785 5.295 -5.165 0.3152
H 11.752 1.033 5.142 0.2869
H -0.010 -1.055 -2.638 0.1164
H -5.126 -0.121 1.348 0.3807
H -2.702 -0.236 1.309 -0.4636
H -10.309 -5.705 -6.835 0.3347
H 9.785 2.841 -0.222 0.1740
H -5.596 -0.306 -1.105 0.3303
H 9.818 5.387 5.173 0.4413
H 8.865 6.452 4.382 0.1930
H 9.817 7.244 2.644 0.4292
H 2.533 5.375 -5.007 0.3524
H -4.648 -1.812 1.392 0.3487
H -2.903 -7.029 -2.122 0.3885
H 1.010 3.341 -6.716 0.3344
H -11.868 -5.746 -8.691 0.3273
H -8.136 -4.770 -3.161 0.5065
H 3.036 4.283 3.566 0.2537
H -11.537 -3.541 0.365 0.2938
H -3.542 -4.868 -0.045 0.0418
H -2.809 -6.426 0.308 0.3373
H 11.753 -0.926 1.938 0.3931
H 3.666 9.023 -0.330 0.3506
H -0.434 -1.488 -4.293 0.3653
H 0.707 2.189 3.549 -0.6513
H -1.492 0.088 3.412 0.2261
H -6.552 -1.439 -0.152 0.3657
H -9.861 -5.098 -3.249 0.5301
H -7.262 -2.457 -3.839 0.3038
H -11.052 -4.121 -6.980 0.3209
H 1.921 4.733 -7.298 0.3477
H 8.516 -0.896 -0.247 0.3961
H 9.791 4.139 1.752 0.0490
H -0.640 1.787 4.665 0.4194
H 8.297 2.700 1.601 0.3821
H 8.416 3.302 -1.406 0.4318
H -0.487 6.033 1.111 0.4729
H -10.240 -5.922 -9.329 0.3153
H -10.318 -2.718 -3.768 0.3795
H 1.533 0.051 1.589 0.4167
H 10.280 5.549 0.612 0.3835
H -1.601 -2.831 8.029 0.3374
H 2.570 3.113 -3.955 0.0367
H 1.864 -2.265 -3.777 0.3096
H -3.258 0.393 -0.230 0.3118
H 10.143 1.194 7.101 0.2571
H 1.510 -4.133 6.177 0.3110
H -9.232 -4.074 -1.965 0.1510
H -10.234 -3.506 -9.991 0.3485
H 11.027 0.644 -0.262 0.3361
H 7.685 0.866 -1.515 0.3067
H -1.966 -5.559 -1.828 -0.0127
H 1.164 1.117 6.044 0.3671
H -9.256 -3.450 -4.961 -0.4486
H -1.077 -2.430 -2.946 0.1566
H -5.158 -2.023 -1.052 0.3034
H 11.615 0.863 1.949 0.2757
H 8.369 0.318 1.062 0.3246
H 0.789 -3.612 -4.122 0.3198
H 3.360 1.269 0.435 0.4145
H -11.393 -5.667 1.635 0.3204
H -1.872 3.599 0.630 0.1674
H -11.330 -5.994 -0.096 0.3056
H -8.391 -1.246 -4.419 0.3751
H 1.013 6.934 0.655 0.4188
H -1.461 -4.070 9.274 0.3258
H 1.498 -2.794 7.312 0.2955
H 0.477 7.370 3.144 0.3817
H 0.390 5.519 3.370 0.3068
H 2.770 3.392 -6.520 0.2943
H 0.625 -4.918 8.292 0.3050
H -0.665 -4.961 7.100 0.3002
H -11.597 -4.367 -10.704 0.3395
H -5.168 -6.550 0.851 0.3069
H 10.764 -1.133 -0.130 0.3464
H 8.982 -0.024 6.216 0.2446
H 1.086 -0.423 5.089 -0.0272
H -12.826 -6.287 0.807 0.3204
H 0.495 -4.042 -1.679 -0.1444
H -13.641 -3.023 -0.890 0.2703
H 8.230 7.668 1.360 -0.1865